# C13H30ClLuO3P2

A molecular structure, C13H30ClLuO3P2 in a non-equilibrium geometry (ωB97M-V with the def2-TZVPD basis set, the OMol25 dataset).

Last column: Löwdin charge in e.
Positions of all 50 atoms, in Å:
Lu -0.000561 -0.112516 -0.218471  1.300
Cl -1.352638 0.228812 -4.983955  0.648
P 0.279692 -2.594368 -0.069122  0.623
P 0.062523 2.373721 -0.426771  0.633
O 1.213523 0.446349 -4.483142  -0.019
O 2.920079 0.137360 1.566218  0.120
O -1.050372 -0.001947 1.567407  -0.401
C 1.613731 -3.255527 0.850588  -0.248
C -1.249547 -3.119480 0.678109  -0.225
C 0.385496 0.157693 -5.345438  -0.810
C -0.132924 -1.049709 3.583472  -0.031
C -1.510996 2.862436 0.255972  -0.223
C 0.057988 2.755488 -2.138504  -0.259
C 1.330007 3.269204 0.384527  -0.244
C 0.664119 -0.276987 -6.750550  -0.064
C -2.134309 0.441827 3.687986  -0.025
C 0.323055 -3.216719 -1.717598  -0.252
C 1.894392 0.042269 0.869755  -0.043
C -0.809951 0.198022 2.989804  -0.670
C 0.113614 1.405077 3.263235  -0.043
H 0.229599 -1.270018 -6.913243  0.097
H -1.558725 2.692229 1.340477  0.039
H -0.325876 2.359868 2.943547  0.075
H -0.134534 3.829706 -2.211912  0.077
H 0.816073 -1.270957 3.082370  0.053
H -2.120630 -2.702795 0.141525  0.074
H 1.746664 -0.307552 -6.932567  0.102
H 2.582258 -2.972849 0.407772  0.074
H -2.610794 1.329582 3.292615  0.084
H 0.187813 0.423103 -7.447037  0.101
H -1.611733 3.929367 0.038088  0.077
H 1.114875 1.305851 2.826551  0.045
H -1.318565 -2.804796 1.728374  0.043
H -2.797102 -0.402460 3.550369  0.091
H 1.026253 2.514695 -2.603259  0.065
H -2.339548 2.301412 -0.211336  0.075
H 0.268239 1.493251 4.343923  0.108
H 1.346925 3.079623 1.467695  0.049
H 0.226359 -4.302204 -1.635172  0.074
H -0.794072 -1.919767 3.538367  0.082
H 2.320735 3.009871 -0.020185  0.075
H 1.607381 -2.912007 1.895792  0.055
H 1.116948 4.325133 0.196756  0.076
H 1.273834 -2.960268 -2.211257  0.072
H -1.969489 0.584699 4.764463  0.108
H -0.502561 -2.807214 -2.325671  0.064
H -1.257157 -4.211370 0.611583  0.077
H 1.493973 -4.342323 0.817505  0.076
H -0.720991 2.193208 -2.681519  0.039
H 0.086927 -0.876021 4.641863  0.106

Force components x, y, z for each atom (eV/Å):
-5.4 -0.1 0.8
0.0 0.0 0.3
0.6 0.0 0.6
0.6 0.2 0.8
-2.4 -0.8 -1.8
-8.9 -0.9 -6.2
2.1 0.0 -1.5
1.0 -1.0 0.5
-0.7 -0.3 0.2
2.3 0.6 1.6
-0.3 0.2 0.0
-0.7 0.3 0.2
0.0 0.6 -1.3
0.9 1.1 0.4
0.3 0.0 0.0
0.2 -0.1 0.2
0.1 -0.6 -1.0
11.2 1.0 7.3
0.4 0.0 0.3
-0.2 0.1 0.0
0.0 0.2 0.0
0.1 0.0 -0.5
0.1 -0.3 0.0
0.0 0.0 -0.5
-0.1 0.0 0.0
0.3 -0.3 0.2
-0.4 0.1 0.2
-0.3 -0.2 0.1
-0.2 0.2 -0.1
0.0 -0.2 0.1
-0.3 0.0 0.1
-0.3 0.0 0.0
0.1 -0.1 -0.4
-0.2 -0.2 0.0
-0.3 0.1 0.1
0.3 0.3 0.1
0.0 0.0 -0.2
-0.1 0.1 -0.4
0.0 -0.1 -0.5
0.1 0.1 -0.1
-0.3 0.2 0.0
-0.1 -0.2 -0.4
0.4 0.2 0.2
-0.3 -0.2 0.2
-0.1 0.0 -0.3
0.2 -0.3 0.2
-0.3 0.0 0.1
0.4 -0.1 0.3
0.2 0.3 0.2
0.0 0.0 -0.2

## Properties
Charge: +2
Kohn-Sham gap, eV: 7.350
Strongest force on any atom, eV Å⁻¹: 13.439